[1]
Entry from OMol25: an isolated molecule of C3H6O3 in a non-equilibrium geometry (ωB97M-V/def2-TZVPD).

Geometry as XYZ:
```
12
Properties=species:S:1:pos:R:3:forces:R:3:lowdin_charge:R:1
C 1.349 -0.125 -0.069 0.212 4.120 1.188 -0.2043
O 0.353 -0.953 -0.558 1.561 -2.190 1.042 -0.1220
C -0.757 -1.068 0.362 -0.779 -2.161 -2.097 -0.1588
O -1.582 0.055 -0.056 0.031 -1.411 1.629 -0.0814
C -0.703 1.124 -0.260 2.218 1.177 -1.928 -0.2066
O 0.521 0.951 0.572 -0.834 0.287 -0.694 -0.1762
H 2.173 -0.410 0.784 -2.346 -0.048 -2.023 0.1743
H 1.895 0.526 -0.886 -0.877 -2.203 0.865 0.1546
H -1.157 -2.209 0.192 0.063 3.254 -0.345 0.1813
H -0.558 -1.122 1.432 0.597 0.914 -0.124 0.1246
H -0.326 1.060 -1.389 -0.797 0.461 2.146 0.1531
H -1.208 2.169 -0.123 0.950 -2.201 0.343 0.1615
```
Positions in Å, forces in eV/Å.

Properties
orbital gap: 10.91 eV
strongest force on any atom: 4.293 eV/A
LUMO: 0.9377 eV
ΔE to the lowest compared entry with this formula, charge and spin: 87.9 kcal/mol
SMILES string: C1OCOCO1

***

[2]
Entry from OMol25: a cluster of 2 separate species, C3H6O3 in total in a non-equilibrium geometry (ωB97M-V/def2-TZVPD).

Geometry as XYZ:
```
12
Properties=species:S:1:pos:R:3:forces:R:3:lowdin_charge:R:1
C -1.361 1.613 0.376 -0.316 0.235 0.013 -0.0334
O -0.079 1.004 0.267 0.009 0.044 0.014 -0.0300
C -0.077 -0.262 -0.144 -0.282 -0.075 0.139 -0.4842
O -1.030 -0.875 -0.550 0.669 0.233 0.215 0.1240
C 1.373 -0.701 0.100 0.343 0.263 0.914 -0.2854
O 1.691 -1.276 1.113 0.044 0.926 0.019 0.0390
H -1.827 1.687 -0.607 -0.005 0.051 0.104 0.0991
H -1.994 1.017 1.036 0.025 0.119 -0.076 0.1030
H -1.165 2.596 0.801 -0.166 -0.054 -0.067 0.0966
H 2.092 -0.318 -0.656 -0.005 -0.037 0.308 0.1365
H 1.083 -2.123 -1.205 -0.111 -0.842 -0.501 0.1182
H 1.292 -2.360 -0.532 -0.204 -0.864 -1.081 0.1167
```
Positions in Å, forces in eV/Å.

Properties
orbital gap: 10.75 eV
strongest force on any atom: 1.399 eV/A
LUMO: 0.7250 eV
ΔE to the lowest compared entry with this formula, charge and spin: 72.9 kcal/mol
SMILES string: COC(=O)C=O.[H][H]

***

[3]
Entry from OMol25: an isolated molecule of C3H6O3 in a non-equilibrium geometry (ωB97M-V/def2-TZVPD).

Geometry as XYZ:
```
12
Properties=species:S:1:pos:R:3:forces:R:3:lowdin_charge:R:1
C 0.205 0.930 -0.759 -1.029 -0.768 -1.091 -0.0070
C 0.153 -0.339 0.067 -4.048 1.099 0.369 -0.5839
O 1.117 -1.171 -0.226 1.493 -1.806 2.829 0.1063
O -1.319 -0.981 -0.029 2.672 1.360 -1.431 -0.0444
C -0.047 -0.075 1.575 0.150 -2.123 -0.133 -0.1935
O -0.559 0.905 2.017 0.423 0.193 0.280 0.0875
H -0.617 1.525 -0.373 0.662 0.924 0.241 0.0876
H 1.239 1.165 -0.556 0.045 1.421 -0.207 0.0976
H 0.010 0.888 -1.902 0.538 -0.627 1.798 0.1272
H 1.178 -1.311 -1.129 0.187 -0.452 -2.755 0.0914
H -1.493 -0.456 -0.835 -1.005 -0.814 0.481 0.0647
H 0.131 -1.081 2.149 -0.088 1.592 -0.380 0.1665
```
Positions in Å, forces in eV/Å.

Properties
orbital gap: 10.54 eV
strongest force on any atom: 4.211 eV/A
LUMO: 0.5646 eV
ΔE to the lowest compared entry with this formula, charge and spin: 55.8 kcal/mol
SMILES string: CC(O)(O)C=O